Record 1
# CH7N3O2

An isolated molecule of CH7N3O2 (ωB97M-V/def2-TZVPD, the Open Molecules 2025 dataset).

Values from the calculation:
relative energy (zero: lowest compared OMol25 entry of this formula, charge and spin): 130.4 kcal per mole
LUMO energy: 0.78 eV
HOMO energy: -9.6 eV
SMILES: CN(O)NNO

The geometry in XYZ format:
```
13
CH7N3O2 (ωB97M-V/def2-TZVPD)
C -0.456 -0.875 0.947
N -0.571 -0.472 -0.437
N -0.241 0.815 -0.719
N 1.316 0.713 -1.130
O -2.162 -0.173 -0.772
O 2.237 0.228 -0.158
H -2.579 0.301 -0.031
H 2.686 1.017 0.171
H -0.298 1.437 0.099
H 1.308 -0.026 -1.836
H 0.607 -1.037 1.145
H -0.998 -1.808 1.076
H -0.848 -0.120 1.645
```

Atom charges from the Löwdin analysis, given in e for atoms 1 to 8: number 1, C, carries -0.096; number 2, N, carries -0.177; number 3, N, carries -0.046; number 4, N, carries -0.054; number 5, O, carries -0.106; number 6, O, carries -0.109; number 7, H, carries 0.048; number 8, H, carries 0.085

---

Record 2
# C21H24N2O6S

An isolated molecule of C21H24N2O6S (ωB97M-V/def2-TZVPD, the Open Molecules 2025 dataset).

Values from the calculation:
relative energy (zero: lowest compared OMol25 entry of this formula, charge and spin): 45.8 kcal per mole
LUMO energy: 0.58 eV
HOMO energy: -8.1 eV
SMILES: COc1ccc(S(=O)(=O)N2CCC[C@H](C(=O)Nc3ccc4c(c3)OCCO4)C2)cc1

The geometry in XYZ format:
```
54
C21H24N2O6S (ωB97M-V/def2-TZVPD)
C 5.783 3.995 -2.869
H 5.235 3.977 -3.816
O 5.686 2.761 -2.193
C 4.468 2.321 -1.802
C 3.267 2.996 -2.026
C 2.078 2.447 -1.580
C 2.080 1.237 -0.917
C 3.264 0.558 -0.685
C 4.454 1.096 -1.126
H 5.393 0.593 -0.962
H 3.230 -0.382 -0.157
S 0.518 0.567 -0.372
O -0.244 1.599 0.265
O 0.765 -0.639 0.376
N -0.216 0.285 -1.860
C -1.660 0.229 -1.788
H -1.974 1.064 -1.162
C -2.130 -1.110 -1.205
C -3.643 -1.135 -1.124
O -4.353 -1.104 -2.110
N -4.189 -1.221 0.116
C -3.537 -1.308 1.366
C -2.651 -0.322 1.781
C -1.977 -0.450 2.987
C -2.221 -1.558 3.808
C -3.133 -2.522 3.399
C -3.784 -2.403 2.188
H -4.481 -3.164 1.872
H -3.311 -3.365 4.047
O -1.594 -1.726 5.015
C -0.923 -0.572 5.472
C -0.175 0.102 4.322
H 0.541 -0.605 3.882
O -1.091 0.525 3.340
H 0.352 0.995 4.660
H -1.649 0.138 5.893
H -0.239 -0.903 6.256
H -2.438 0.548 1.182
H -5.190 -1.377 0.120
H -1.686 -1.232 -0.215
C -1.621 -2.235 -2.115
C -0.096 -2.176 -2.166
C 0.366 -0.794 -2.630
H 1.452 -0.700 -2.545
H 0.083 -0.634 -3.677
H 0.294 -2.935 -2.845
H 0.304 -2.359 -1.167
H -1.945 -3.203 -1.728
H -2.046 -2.108 -3.113
H -2.070 0.361 -2.794
H 1.138 2.951 -1.735
H 3.250 3.943 -2.541
H 6.844 4.135 -3.070
H 5.420 4.820 -2.250
```

Atom charges from the Löwdin analysis, given in e for atoms 1 to 8: number 1, C, carries -0.080; number 2, H, carries 0.097; number 3, O, carries -0.074; number 4, C, carries -0.267; number 5, C, carries 0.000; number 6, C, carries -0.044; number 7, C, carries -0.292; number 8, C, carries -0.051

---

Record 3
# C25H24N10OPbS5

A structure of composition C25H24N10OPbS5 (ωB97M-V/def2-TZVPD, the Open Molecules 2025 dataset).

Values from the calculation:
relative energy (zero: lowest compared OMol25 entry of this formula, charge and spin): 0.0 kcal per mole
LUMO energy: -0.43 eV
HOMO energy: -7.6 eV

The geometry in XYZ format:
```
66
C25H24N10OPbS5 (ωB97M-V/def2-TZVPD)
Pb 0.137 0.914 0.258
S -2.372 -0.830 1.198
C -1.668 -1.272 2.780
C -2.629 -1.349 3.789
C -2.292 -1.656 5.098
C -0.975 -1.935 5.411
C -0.008 -1.852 4.422
C -0.314 -1.504 3.105
S 1.157 -1.177 2.125
C 1.382 -2.665 1.098
C 1.405 -2.507 -0.411
C 1.930 -3.567 -1.148
C 1.864 -3.524 -2.525
C 1.261 -2.436 -3.139
C 0.778 -1.414 -2.342
C 0.060 -0.234 -2.960
S -1.567 0.098 -2.191
C -2.336 -1.496 -2.437
C -2.818 -1.715 -3.730
C -3.451 -2.892 -4.086
C -3.644 -3.873 -3.127
C -3.208 -3.661 -1.832
C -2.538 -2.488 -1.463
S -1.910 -2.618 0.198
N 0.875 -1.445 -1.009
H -3.662 -1.161 3.527
H -3.063 -1.691 5.857
H -0.695 -2.212 6.420
H 1.031 -2.031 4.668
H 0.587 -3.360 1.366
H 2.329 -3.102 1.412
H 2.373 -4.413 -0.638
H 2.260 -4.338 -3.118
H 1.163 -2.381 -4.215
H -0.081 -0.392 -4.026
H 0.626 0.693 -2.823
H -2.689 -0.927 -4.462
H -3.814 -3.031 -5.097
H -4.156 -4.794 -3.378
H -3.378 -4.416 -1.074
N 2.386 3.853 -0.546
C 2.986 2.719 -0.047
N 4.267 2.682 0.267
N 4.468 1.426 0.724
N 3.381 0.746 0.681
N 2.392 1.545 0.190
C 1.047 4.039 -0.825
N 0.554 5.208 -1.185
N -0.768 4.972 -1.354
N -1.048 3.745 -1.095
N 0.103 3.101 -0.755
H 2.981 4.654 -0.667
O -0.251 1.853 2.610
S -0.633 3.251 3.056
C 0.004 3.408 4.751
C 1.433 3.927 4.642
C 1.383 4.993 3.550
C 0.658 4.346 2.375
H -0.100 2.421 5.200
H -0.649 4.114 5.268
H 2.102 3.117 4.348
H 1.782 4.330 5.593
H 2.374 5.336 3.254
H 0.821 5.860 3.907
H 1.306 3.669 1.815
H 0.191 5.047 1.684
```

Atom charges from the Löwdin analysis, given in e for atoms 1 to 8: number 1, Pb, carries 1.178; number 2, S, carries 0.570; number 3, C, carries -0.591; number 4, C, carries -0.113; number 5, C, carries -0.069; number 6, C, carries -0.070; number 7, C, carries -0.106; number 8, C, carries -0.504

---

Record 4
# C31H49O30P

A cluster of 10 separate species, C31H49O30P in total (ωB97M-V/def2-TZVPD, the Open Molecules 2025 dataset).

Values from the calculation:
LUMO energy: -0.06 eV
HOMO energy: -8.3 eV
SMILES: OCCOCOC[PH4].O=C1OCCO1.O=C1OCCO1.O=C1OCCO1.O=C1OCCO1.O=C1OCCO1.O=C1OCCO1.O=C1OCCO1.O=C1OCCO1.O=C1OCCO1

The geometry in XYZ format:
```
111
C31H49O30P (ωB97M-V/def2-TZVPD)
O 6.778 0.340 3.528
C 5.417 0.781 3.883
C 5.027 2.026 2.891
O 4.047 2.978 3.437
C 2.992 2.313 4.218
O 1.775 3.183 4.180
C 1.099 2.828 2.889
P -0.144 1.367 3.122
H 6.716 -0.680 3.559
H 5.364 1.019 5.029
H 4.672 -0.113 3.614
H 6.029 2.650 2.717
H 4.695 1.687 1.797
H 2.664 1.262 3.820
H 3.330 2.303 5.361
H 1.861 2.473 2.072
H 0.510 3.763 2.444
H 0.072 1.529 4.564
H -1.155 2.061 2.365
H 0.759 0.410 2.479
H -1.049 0.276 3.420
C -3.824 5.494 3.305
C -2.514 5.470 4.024
O -2.364 4.109 4.381
C -3.122 3.384 3.507
O -3.094 2.168 3.417
O -3.914 4.196 2.748
H -3.854 6.255 2.520
H -4.670 5.647 3.983
H -1.678 5.761 3.379
H -2.516 6.106 4.913
C -4.472 0.186 1.313
C -5.634 0.030 2.240
O -6.343 -1.064 1.691
C -5.448 -1.792 0.961
O -5.677 -2.893 0.489
O -4.263 -1.128 0.830
H -3.580 0.558 1.824
H -4.698 0.843 0.467
H -5.325 -0.225 3.259
H -6.264 0.923 2.272
C 9.331 3.669 1.441
C 8.996 4.718 2.451
O 9.024 5.916 1.698
C 8.803 5.571 0.396
O 8.594 6.369 -0.502
O 8.845 4.216 0.230
H 8.846 2.713 1.657
H 10.410 3.507 1.348
H 7.993 4.588 2.872
H 9.722 4.756 3.268
C -6.569 -3.084 -3.435
C -6.904 -2.035 -2.425
O -6.876 -0.837 -3.178
C -7.097 -1.182 -4.481
O -7.306 -0.384 -5.379
O -7.055 -2.537 -4.646
H -7.054 -4.040 -3.220
H -5.490 -3.246 -3.528
H -7.907 -2.165 -2.005
H -6.178 -1.997 -1.608
C -1.444 -3.121 -3.068
C -1.019 -4.537 -2.856
O -2.246 -5.239 -2.794
C -3.169 -4.484 -3.458
O -4.292 -4.865 -3.746
O -2.672 -3.249 -3.760
H -0.722 -2.554 -3.663
H -1.623 -2.592 -2.126
H -0.430 -4.927 -3.693
H -0.450 -4.667 -1.931
C -2.066 -5.436 -6.821
C -1.491 -6.601 -7.560
O -0.187 -6.163 -7.893
C 0.147 -5.191 -6.994
O 1.263 -4.713 -6.880
O -0.929 -4.827 -6.238
H -2.779 -5.742 -6.051
H -2.550 -4.715 -7.488
H -1.414 -7.496 -6.934
H -2.060 -6.845 -8.461
C -2.210 2.264 7.969
C -1.666 1.499 9.132
O -0.842 0.523 8.523
C -0.485 1.012 7.300
O 0.357 0.508 6.576
O -1.193 2.139 6.993
H -2.390 3.315 8.209
H -3.133 1.825 7.575
H -1.051 2.121 9.790
H -2.454 1.027 9.725
C 0.524 -0.145 -1.012
C 1.834 -0.169 -0.293
O 1.984 -1.530 0.064
C 1.226 -2.255 -0.809
O 1.254 -3.471 -0.900
O 0.435 -1.443 -1.568
H 0.494 0.616 -1.796
H -0.322 0.008 -0.334
H 2.670 0.122 -0.937
H 1.833 0.468 0.596
C 2.442 -1.661 -7.270
C 3.528 -2.099 -8.199
O 4.257 -0.909 -8.431
C 4.023 -0.086 -7.367
O 4.625 0.953 -7.155
O 3.029 -0.578 -6.572
H 2.143 -2.452 -6.577
H 1.556 -1.300 -7.802
H 4.194 -2.839 -7.745
H 3.135 -2.502 -9.137
```

Atom charges from the Löwdin analysis, given in e for atoms 1 to 8: number 1, O, carries -0.146; number 2, C, carries -0.224; number 3, C, carries -0.164; number 4, O, carries -0.172; number 5, C, carries -0.221; number 6, O, carries -0.219; number 7, C, carries -0.404; number 8, P, carries 0.717

---

Orbital gap in eV, matching the order above: 10.4; 8.6; 7.2; 8.2